Density functional theory data (ωB97M-V/def2-TZVPD) for a structure of composition C19H46FN3NbO15 in a non-equilibrium geometry.

Values from the calculation:
Total energy: -2201.09555 Eh
HOMO: -4.855 eV
Spin multiplicity: 1
Total charge: -1

Geometry (Å):
C -7.8116 1.2996 1.6982
C -7.0328 0.4515 0.7046
F -6.2148 1.3892 -0.0405
Nb -5.8559 -1.3442 1.5617
C -5.2424 -0.5342 3.5825
C -3.8815 0.1720 3.6103
N -3.5105 0.6748 4.9434
N -2.8449 -0.7628 3.1887
N -3.8361 1.3594 2.7423
H -8.0611 0.7294 2.5893
H -7.1880 2.1395 1.9988
H -8.7380 1.7101 1.2970
H -7.7308 0.0612 -0.0361
H -7.5134 -1.7188 2.3291
H -6.4249 -2.4294 0.1709
H -4.4263 -0.6618 0.5778
H -5.0734 -2.9678 2.0575
H -5.2155 -1.3460 4.3142
H -6.0190 0.1564 3.9289
H -4.2716 1.2616 5.2779
H -3.4816 -0.1101 5.5856
H -3.2274 -1.6707 2.9542
H -2.3464 -0.3952 2.3900
H -4.3381 1.1597 1.8795
H -4.2969 2.1540 3.1699
C -2.6055 2.4181 -0.6145
O -1.4602 1.5559 -0.7514
C -0.3167 2.1687 -0.9452
O -0.1261 3.3621 -1.0241
O 0.6637 1.2602 -1.0181
C 1.9733 1.8106 -1.1834
H -3.4491 1.7679 -0.4224
H -2.4652 3.0898 0.2288
H -2.7534 2.9967 -1.5237
H 2.2184 2.4668 -0.3498
H 2.0393 2.3691 -2.1149
H 2.6308 0.9464 -1.1984
C 5.1974 6.4454 2.8641
O 4.1132 5.6234 2.4235
C 3.2435 6.2458 1.6151
O 3.3376 7.3963 1.2630
O 2.2954 5.3908 1.2820
C 1.2768 5.9071 0.3984
H 5.7960 5.7996 3.4982
H 5.7774 6.8039 2.0159
H 4.8269 7.3029 3.4224
H 1.7327 6.2282 -0.5357
H 0.7780 6.7543 0.8620
H 0.6141 5.0712 0.2300
C 0.5631 -2.0125 -1.1326
O -0.3738 -2.7389 -1.9435
C -0.1401 -2.6803 -3.2410
O 0.7755 -2.0972 -3.7784
O -1.0706 -3.3828 -3.8856
C -0.9009 -3.4268 -5.3068
H 0.2386 -2.1487 -0.1069
H 1.5630 -2.4270 -1.2611
H 0.5754 -0.9584 -1.3842
H 0.0537 -3.8841 -5.5616
H -0.9403 -2.4235 -5.7259
H -1.7311 -4.0279 -5.6626
C 5.0232 -2.6655 1.2812
O 5.2305 -1.4892 2.0750
C 4.2288 -0.6101 2.0158
O 3.2220 -0.7395 1.3667
O 4.5229 0.4298 2.7891
C 3.5076 1.4518 2.8120
H 5.9122 -3.2666 1.4387
H 4.1301 -3.1934 1.6081
H 4.9134 -2.4025 0.2310
H 2.5688 1.0465 3.1813
H 3.3520 1.8549 1.8141
H 3.8969 2.2120 3.4797
C 4.8756 -7.1686 -5.6805
O 5.1760 -6.0912 -4.7871
C 4.1919 -5.1918 -4.6652
O 3.1348 -5.2446 -5.2422
O 4.5802 -4.2548 -3.8134
C 3.6012 -3.2200 -3.5810
H 5.7603 -7.7966 -5.6650
H 4.0015 -7.7182 -5.3374
H 4.6821 -6.7923 -6.6830
H 2.6914 -3.6465 -3.1685
H 3.3536 -2.7043 -4.5040
H 4.0756 -2.5497 -2.8726



Density functional theory data (ωB97M-V/def2-TZVPD) for an isolated molecule of C4H10N2O in a non-equilibrium geometry.

Values from the calculation:
Total energy: -343.07165 Eh
ΔE to the lowest compared entry with this formula, charge and spin: 3.532 eV
Structure (SMILES): C[C@H]1NN(C)CO1
HOMO: -8.669 eV
Spin multiplicity: 1
Total charge: 0

Geometry (Å):
C -2.3568 0.4353 0.0989
C -1.0771 -0.2929 -0.4822
N 0.1518 0.5885 -0.9748
N 1.3463 -0.0225 -0.4875
C 1.9854 0.8330 0.5801
C 0.8304 -1.2868 0.2032
O -0.4902 -1.0235 0.5640
H -3.2662 0.3403 -0.5158
H -2.1603 1.5182 0.2891
H -2.3703 0.0258 1.1106
H -1.3957 -0.9949 -1.3505
H 0.1066 0.4513 -1.9785
H 1.2706 0.8385 1.3259
H 2.8745 0.3322 0.8296
H 2.0750 1.8439 0.0828
H 1.0950 -2.1749 -0.4384
H 1.3812 -1.4117 1.1435



Density functional theory data (ωB97M-V/def2-TZVPD) for a structure of composition C8H7O2 in a non-equilibrium geometry.

Values from the calculation:
Total energy: -459.07835 Eh
ΔE to the lowest compared entry with this formula, charge and spin: 2.667 eV
HOMO: -14.689 eV
Spin multiplicity: 1
Total charge: +1

Geometry (Å):
C 2.7744 -0.8956 0.3124
C 1.8557 0.0865 0.1418
C 2.1173 -2.1238 0.4947
C 0.5159 -0.2525 0.2749
C -1.0842 1.8802 -0.1582
C -0.5048 0.3949 0.1087
C -2.4082 1.2788 -0.2871
C -1.9109 -0.1275 -0.3626
O -0.4914 2.8797 -0.3090
O 0.8712 -2.1108 0.4903
H 3.7694 -0.8757 0.3379
H 1.9812 1.1276 -0.1081
H 2.6560 -3.0747 0.6196
H -2.7144 1.3680 0.7249
H -3.0554 1.7918 -0.9541
H -1.7715 -0.4072 -1.3702
H -2.6002 -0.9399 0.0443



Density functional theory data (ωB97M-V/def2-TZVPD) for the ion C11H18N3O6 with charge -1 in a non-equilibrium geometry.

Values from the calculation:
Total energy: -1045.78560 Eh
ΔE to the lowest compared entry with this formula, charge and spin: 1.443 eV
Structure (SMILES): CNC(=O)[C@H](NC(=O)[C@@H](CC(=O)[O-])NC(C)=O)[C@@H](C)O
HOMO: -5.346 eV
Spin multiplicity: 1
Total charge: -1

Geometry (Å):
C 4.0497 0.2710 2.0961
N 2.7764 -0.1661 1.5347
C 2.0449 -1.2098 1.9375
O 2.4320 -1.9591 2.8013
C 0.6509 -1.3671 1.3144
N 0.1833 -0.2051 0.5355
C -0.1156 1.0118 1.0909
O -0.2243 1.1955 2.2801
C -0.3469 2.2707 0.1734
C 0.8295 3.2014 0.2568
C 2.1513 2.5726 -0.1267
O 3.1129 3.2184 0.3134
O 2.1956 1.4747 -0.7295
N -0.4919 1.9311 -1.2791
C -1.5589 1.3880 -1.7779
C -1.4167 0.7243 -3.0976
O -2.6146 1.4578 -1.2847
C -0.2901 -1.9866 2.3922
C -1.7874 -1.9342 1.9885
O 0.1483 -3.2914 2.7342
H 3.8131 1.0326 2.8367
H 4.7247 0.8176 1.3708
H 4.6845 -0.5685 2.4651
H 2.3877 0.4989 0.8859
H 0.6905 -2.1822 0.5599
H 0.0981 -0.3512 -0.4647
H -1.1988 2.9913 0.5023
H 0.8388 3.7121 1.2752
H 0.6707 3.9925 -0.5709
H 0.3551 1.8558 -1.7957
H -1.2504 1.5386 -3.8035
H -0.4719 0.2006 -3.0207
H -2.2724 0.1332 -3.4330
H -0.1962 -1.2603 3.2465
H -1.8997 -2.1664 0.9682
H -2.3411 -2.7924 2.4860
H -2.1263 -0.8140 2.1384
H 1.0276 -3.0874 3.1095



Density functional theory data (ωB97M-V/def2-TZVPD) for an isolated molecule of CH2N2OS in a non-equilibrium geometry.

Values from the calculation:
Total energy: -622.09303 Eh
ΔE to the lowest compared entry with this formula, charge and spin: 2.302 eV
Structure (SMILES): N#C[S@H](=N)=O
HOMO: -10.716 eV
Spin multiplicity: 1
Total charge: 0

Geometry (Å):
N 1.3022 -1.8146 1.1165
C 0.8856 -1.0477 0.3955
S 0.0164 0.2499 -0.3925
N -0.9457 1.2022 0.4776
O -0.6162 -0.4553 -1.4771
H 1.1841 1.0395 -0.9121
H -1.8264 0.8261 0.7921



> Which value of total energy does entry 1 give?

-2201.09555 Eh